[1]
Below is a cluster of 3 separate species, C15H16BFINO8S in total, with properties calculated with ωB97M-V with the def2-TZVPD basis set.

```
44
Properties=species:S:1:pos:R:3:mulliken_charge:R:1
C 7.42991 0.59253 1.45432 -1.06
C 6.21379 1.13080 0.56435 -0.24
I 6.56593 3.29601 0.38285 0.04
C 4.90951 0.82669 1.40272 -1.22
N 3.66447 0.79615 0.57377 0.09
B 2.60486 1.48652 1.42901 0.58
O 2.39253 1.15382 2.79380 -0.50
O 1.88501 2.51456 0.78633 -0.51
S 3.15105 -0.78636 0.26194 1.10
O 4.28822 -1.61529 -0.22989 -0.60
O 2.57577 -1.46883 1.46108 -0.59
F 1.91999 -0.73714 -0.83334 -0.15
H 7.07368 0.67168 2.51737 0.31
H 7.62617 -0.47877 1.20986 0.30
H 8.32152 1.24898 1.36742 0.37
H 6.22397 0.64177 -0.43329 0.45
H 5.05675 -0.13911 1.94126 0.42
H 4.81535 1.67712 2.13404 0.58
H 1.66539 0.52331 2.88504 0.32
H 0.95746 2.34538 1.02340 0.29
O -2.83423 -0.29439 -5.32636 -0.55
C -2.43026 0.04256 -4.23199 0.28
C -2.20771 1.46889 -3.90292 -0.33
C -1.76274 1.83915 -2.70321 -0.55
C -1.47422 0.84043 -1.65029 0.50
O -1.07040 1.18009 -0.55401 -0.58
C -1.69578 -0.58426 -1.97830 -0.33
C -2.14117 -0.95429 -3.17856 -0.22
H -2.42492 2.18504 -4.68539 0.42
H -1.59344 2.87687 -2.44422 0.44
H -1.47882 -1.29738 -1.19930 0.51
H -2.31041 -1.99187 -3.43674 0.45
O -7.70870 -0.99850 2.37611 -0.54
C -6.69291 -1.26606 1.76888 0.28
C -5.77845 -0.20298 1.29583 -0.44
C -4.66436 -0.49759 0.62729 -0.15
C -4.29433 -1.89921 0.33142 0.44
O -3.27655 -2.16604 -0.27696 -0.46
C -5.20792 -2.96219 0.80405 -0.42
C -6.32216 -2.66787 1.47269 -0.39
H -6.06468 0.81636 1.52191 0.43
H -3.98344 0.26664 0.27305 0.40
H -4.92131 -3.98144 0.57789 0.42
H -7.00244 -3.43177 1.82707 0.40
```

Its total charge is 0. Its spin multiplicity is 1. Its structure (SMILES) is C[C@H](I)CN(B(O)O)S(=O)(=O)F.O=C1C=CC(=O)C=C1.O=C1C=CC(=O)C=C1. The value obtained for the electronic energy is -2058.44195 Ha.

[2]
Below is a structure of composition C26H43BeBr2N3O4S2Si, with properties calculated with ωB97M-V with the def2-TZVPD basis set.

```
82
Properties=species:S:1:pos:R:3:mulliken_charge:R:1
Be 0.85039 0.40518 1.53907 0.69
Br -2.84135 1.38407 4.35551 -0.17
C -1.25663 2.32892 3.97814 -0.07
C -1.03791 3.59404 4.56231 -0.44
C 0.07629 4.33292 4.28148 -0.12
Br 0.30517 6.02983 5.09051 -0.24
C 1.05250 3.84313 3.37713 0.44
C 2.22283 4.49777 2.94061 -0.72
C 3.03568 3.89491 2.01508 -1.27
C 2.70497 2.62385 1.51878 -0.20
N 1.63884 1.98173 1.93357 0.25
C 0.81575 2.57393 2.83169 0.96
C -0.33932 1.77957 3.10963 -0.11
O -0.41645 0.64034 2.48627 -0.40
H -1.78235 3.98348 5.24302 0.44
H 2.46056 5.47912 3.32898 0.35
H 3.92585 4.38986 1.65366 0.40
H 3.30800 2.13015 0.76571 0.70
C -3.80013 -1.97294 -0.36751 -1.78
C -2.38470 -2.31304 0.08561 1.93
C -2.20601 -3.82502 0.13576 -1.77
C -2.08975 -1.69160 1.44070 -1.26
O -1.44319 -1.84411 -0.89734 0.38
Si -0.88336 -0.35774 -1.31245 -0.50
S 0.97185 0.17502 -0.48942 -0.72
O -2.10534 0.67691 -0.96969 0.97
C -2.22326 2.10421 -1.06024 1.89
C -1.39325 2.65482 -2.21464 -1.46
C -1.76697 2.71664 0.25786 -1.34
C -3.70425 2.37660 -1.28687 -1.90
O -0.52851 -0.41875 -2.91061 -0.73
C -1.21738 -1.01193 -4.01582 1.80
C -0.65980 -0.33186 -5.25926 -1.78
C -2.72070 -0.77668 -3.91553 -1.19
C -0.90789 -2.50523 -4.04125 -1.49
H -4.52304 -2.32895 0.36908 0.53
H -4.02013 -2.45528 -1.32208 0.35
H -3.91300 -0.89521 -0.47878 0.11
H -2.92310 -4.26863 0.82845 0.39
H -1.20031 -4.08263 0.47069 0.24
H -2.36326 -4.25654 -0.85409 0.38
H -2.76167 -2.10143 2.19774 0.59
H -2.22359 -0.61127 1.41508 0.16
H -1.06278 -1.89769 1.75021 0.01
H -0.33509 2.42833 -2.07216 0.19
H -1.51315 3.73851 -2.26900 0.54
H -1.71141 2.22293 -3.16407 0.25
H -0.69967 2.53968 0.39882 -0.09
H -2.31038 2.26625 1.09018 0.22
H -1.94669 3.79413 0.25804 0.56
H -4.03731 1.90290 -2.21186 0.37
H -3.89320 3.44939 -1.35427 0.44
H -4.28863 1.97011 -0.45994 0.33
H -0.86349 0.73948 -5.22493 0.35
H -1.11214 -0.74631 -6.16207 0.43
H 0.42035 -0.47409 -5.30838 0.34
H -2.94227 0.29119 -3.89258 0.18
H -3.12585 -1.23051 -3.01124 0.00
H -3.22522 -1.21469 -4.77895 0.60
H 0.17184 -2.65651 -4.09577 0.32
H -1.36971 -2.97778 -4.91053 0.50
H -1.28093 -2.98287 -3.13554 0.05
C 3.30410 -2.43848 -0.86837 -1.12
N 2.71663 -2.48826 0.46849 0.38
C 1.43157 -3.17588 0.51101 -1.69
C 3.11596 -1.68390 1.45873 0.51
S 2.02388 -1.12672 2.66297 -0.45
N 4.42550 -1.35293 1.50927 0.18
C 4.90889 -0.29025 2.37719 -0.96
C 5.46845 -2.26756 1.05893 -1.23
H 2.49122 -2.28276 -1.57717 0.25
H 3.83114 -3.36286 -1.11438 0.30
H 3.97890 -1.59233 -0.95252 0.41
H 1.53826 -4.11072 -0.04182 0.42
H 0.65801 -2.56738 0.04105 0.53
H 1.15533 -3.39065 1.53881 0.50
H 4.13998 0.46127 2.51599 0.22
H 5.78542 0.16132 1.91040 0.38
H 5.19036 -0.68073 3.35852 0.33
H 5.04635 -3.24620 0.85133 0.41
H 6.20084 -2.37251 1.86099 0.41
H 5.98282 -1.90306 0.16811 0.33
```

Its total charge is 0. Its spin multiplicity is 1. The value obtained for the electronic energy is -7730.77903 Ha. The calculation puts the relative energy (zero: lowest compared OMol25 entry of this formula, charge and spin) at 0.000 eV.

[3]
Below is an isolated molecule of C2H2N2S3, with properties calculated with ωB97M-V with the def2-TZVPD basis set.

```
9
Properties=species:S:1:pos:R:3:mulliken_charge:R:1
S -2.58499 -1.25592 -0.47148 -0.31
C -1.06908 -0.67339 -0.23766 0.25
N 0.07174 -1.37618 -0.51274 -0.14
N 1.25486 -0.67427 -0.44337 -0.26
C 1.16384 0.55978 0.18414 0.24
S 2.40313 1.50604 0.64256 -0.28
S -0.56282 0.89812 0.34551 -0.06
H 0.06262 -2.10044 -1.23466 0.27
H 1.99733 -1.23646 -0.01675 0.29
```

Its total charge is 0. Its spin multiplicity is 1. Its structure (SMILES) is S=c1[nH][nH]c(=S)s1. The value obtained for the electronic energy is -1381.45675 Ha. The calculation puts the relative energy (zero: lowest compared OMol25 entry of this formula, charge and spin) at 0.730 eV.

[4]
Below is a structure of composition C50H55BBrHfN12OS4, with properties calculated with ωB97M-V with the def2-TZVPD basis set.

```
125
Properties=species:S:1:pos:R:3:mulliken_charge:R:1
Hf 0.06100 -0.10130 -0.49580 -0.50
Br -4.78350 -3.81260 -4.98070 -0.13
C -3.30780 -2.98900 -4.10480 -0.36
C -2.13960 -3.73120 -3.88020 -0.56
C -1.08900 -3.15970 -3.21850 -0.53
C -1.15720 -1.83390 -2.71530 -0.69
O -0.13150 -1.29830 -2.14660 0.16
C -2.36570 -1.09890 -2.93420 0.65
C -2.53740 0.22670 -2.46240 -0.63
N -1.74910 0.84560 -1.62650 2.01
C -1.96960 2.19720 -1.35820 -1.11
C -3.17270 2.86370 -1.52130 -0.07
C -3.25690 4.25220 -1.37440 -1.39
C -2.14820 5.00340 -1.09390 -0.94
C -0.92340 4.36290 -0.82130 0.94
C 0.22880 5.06190 -0.41020 -0.71
C 1.34270 4.36040 -0.02820 -1.52
C 1.30040 2.96320 -0.05260 -0.06
N 0.25900 2.27570 -0.47970 1.33
C -0.84500 2.94460 -0.88980 0.30
C -3.41430 -1.69810 -3.66520 -0.69
H -2.07380 -4.74850 -4.23710 0.46
H -0.18010 -3.71480 -3.04110 0.52
H -3.39280 0.75410 -2.89160 0.46
H -4.07560 2.31560 -1.74420 0.58
H -4.21400 4.73300 -1.50340 0.43
H -2.19540 6.08030 -1.03480 0.51
H 0.20530 6.14080 -0.37320 0.56
H 2.23490 4.85940 0.31310 0.57
H 2.14920 2.38670 0.29980 0.23
H -4.31910 -1.13440 -3.83670 0.60
C -3.83540 -4.20320 -0.46230 -1.27
C -4.58730 -3.06430 0.22930 1.35
C -5.99950 -3.55670 0.55650 -2.32
C -4.68270 -1.81950 -0.65280 -1.07
N -3.88350 -2.66160 1.45440 0.46
C -4.47880 -2.54490 2.68330 -0.42
C -3.55920 -2.05520 3.53990 -1.36
N -2.39040 -1.86140 2.85360 0.38
B -1.16940 -1.33920 3.63430 0.71
N -1.31920 0.16970 3.88100 0.57
C -1.15310 0.67330 5.14360 -1.43
C -1.49400 1.97620 5.13530 -0.36
N -1.88160 2.29810 3.85850 0.41
C -1.75540 1.17670 3.09670 -1.10
S -2.11150 1.01420 1.44570 0.66
C -2.28450 3.64340 3.43460 1.50
C -1.23860 4.15290 2.44310 -1.06
C -3.66970 3.58590 2.78880 -1.53
C -2.34260 4.59010 4.63470 -2.27
N 0.21710 -1.75150 3.06170 0.88
C 0.68810 -2.98800 3.41620 -1.37
C 2.03200 -2.98060 3.31850 -0.77
N 2.42090 -1.73330 2.89540 1.04
C 1.28700 -1.01310 2.70880 -0.61
S 1.14700 0.53980 2.00570 -0.19
C 3.83770 -1.32530 2.92650 1.48
C 4.13400 -0.12090 2.03740 -1.74
C 4.17000 -0.97420 4.38220 -1.93
C 4.69290 -2.49820 2.43690 -1.82
C -2.60300 -2.21990 1.57820 -0.27
S -1.40700 -2.21170 0.35520 0.11
H -4.39350 -4.52690 -1.33670 0.44
H -3.73760 -5.04840 0.21520 0.40
H -2.84410 -3.89330 -0.77580 0.09
H -6.47470 -3.87120 -0.36970 0.46
H -6.61140 -2.77110 0.99360 0.53
H -5.97310 -4.41340 1.22600 0.48
H -5.13000 -2.07040 -1.60940 0.56
H -3.69150 -1.40800 -0.81990 -0.14
H -5.28850 -1.05960 -0.16310 0.44
H -5.49300 -2.81980 2.86820 0.52
H -3.64530 -1.82880 4.58200 0.72
H -1.22940 -1.85400 4.70940 -0.21
H -0.81470 0.06080 5.95120 0.69
H -1.49770 2.67780 5.93930 0.54
H -1.19270 3.47750 1.59630 -0.21
H -0.25690 4.19100 2.91060 0.38
H -1.50290 5.14660 2.09210 0.66
H -3.67040 2.90230 1.94560 0.16
H -3.94890 4.57500 2.43780 0.47
H -4.40980 3.25050 3.51120 0.42
H -1.36930 4.70340 5.10540 0.54
H -3.06590 4.25100 5.37210 0.49
H -2.65640 5.57020 4.28520 0.43
H 0.02000 -3.76500 3.71990 0.74
H 2.72180 -3.76830 3.52100 0.58
H 3.57410 0.75110 2.35220 0.37
H 3.88020 -0.36560 1.01270 0.10
H 5.19630 0.10780 2.08720 0.81
H 3.56880 -0.13090 4.71660 0.32
H 5.21980 -0.70530 4.46520 0.50
H 3.97590 -1.81670 5.04120 0.36
H 4.29830 -2.87570 1.49700 0.34
H 4.73620 -3.30370 3.16330 0.51
H 5.71030 -2.15620 2.27010 0.46
S 1.99480 -1.81660 -0.26280 -0.19
C 3.16060 -0.96080 -1.22930 0.28
N 4.27090 -1.60950 -1.49050 -0.83
N 5.38400 -1.16670 -2.00770 0.13
C 6.06090 0.04400 -1.96360 0.61
C 7.25750 0.11840 -2.68780 -0.57
C 8.04570 1.24840 -2.63000 -0.65
C 7.67100 2.31240 -1.82310 -0.58
C 6.50430 2.23330 -1.07880 -0.84
C 5.68680 1.12090 -1.15580 0.57
N 2.94530 0.22320 -1.82150 -0.70
N 1.74040 0.65490 -2.00340 0.97
C 1.66690 1.74300 -2.87620 -0.49
C 0.52010 1.90530 -3.65720 0.08
C 0.41140 2.99210 -4.50180 -0.70
C 1.43020 3.93070 -4.57780 -0.61
C 2.58240 3.75730 -3.82520 -0.80
C 2.70930 2.66820 -2.98820 0.11
H 5.92090 -1.92930 -2.41480 0.25
H 7.56090 -0.72470 -3.29190 0.40
H 8.96260 1.29530 -3.19690 0.39
H 8.28940 3.19390 -1.77060 0.42
H 6.23160 3.04560 -0.42140 0.44
H 4.78070 1.06790 -0.57370 0.27
H -0.24740 1.14590 -3.63280 0.32
H -0.46960 3.10440 -5.11480 0.47
H 1.33280 4.78300 -5.23330 0.43
H 3.38720 4.47390 -3.89170 0.45
H 3.60250 2.51680 -2.40170 0.34
```

Its total charge is +1. Its spin multiplicity is 1. The value obtained for the electronic energy is -6910.38147 Ha.

[5]
Below is the ion C3H8NO2 with charge +1, with properties calculated with ωB97M-V with the def2-TZVPD basis set.

```
14
Properties=species:S:1:pos:R:3:mulliken_charge:R:1
C -2.52616 -0.43507 0.10800 -0.61
O -1.79335 0.72227 -0.31085 -0.26
C -0.61031 0.96154 0.13620 0.31
O 0.10880 0.12448 0.95732 -0.38
C 0.86766 -0.17028 -0.22655 -0.45
N 2.26887 0.29899 -0.05799 -0.23
H -2.87342 -0.95125 -0.78630 0.26
H -3.39026 -0.08849 0.67541 0.28
H -1.91410 -1.08858 0.72864 0.34
H -0.24365 1.96548 -0.04001 0.39
H 0.73502 -1.16701 -0.60595 0.26
H 2.47751 1.12346 -0.63874 0.38
H 2.93367 -0.44383 -0.30732 0.36
H 2.40848 0.54548 0.93623 0.36
```

Its total charge is +1. Its spin multiplicity is 1. Its structure (SMILES) is CO[C@H]1O[C@@H]1[NH3+]. The value obtained for the electronic energy is -323.97650 Ha. The calculation puts the relative energy (zero: lowest compared OMol25 entry of this formula, charge and spin) at 4.103 eV.

[6]
Below is a structure of composition C18H33CoO2PSe3Te, with properties calculated with ωB97M-V with the def2-TZVPD basis set.

```
59
Properties=species:S:1:pos:R:3:mulliken_charge:R:1
Co 0.71172 -2.45348 1.35578 -0.26
Se 2.25447 -3.75234 0.06220 0.18
Se 1.82840 -5.89478 0.52698 -0.06
Te -0.77694 -5.95585 0.80279 0.27
Se -1.34364 -4.09865 -0.52967 -0.06
O -0.38216 -2.60871 2.75520 -0.29
O 0.51649 -3.64306 2.68229 -0.31
C 1.37963 3.28863 2.31533 -0.69
C 0.21708 2.51327 2.96296 -0.87
C 0.13348 1.06862 2.44104 -0.69
C 0.55958 1.03181 0.96366 0.69
C 2.07504 1.34262 0.87300 -1.00
C 2.51605 2.33056 1.96992 -0.91
P 0.14797 -0.55574 0.16713 0.58
C -1.67497 -0.57636 -0.14663 0.81
C -2.50676 -1.08680 1.05344 -0.46
C -3.99216 -0.85337 0.77942 -1.08
C -4.31083 0.65537 0.77686 -0.86
C -3.07912 1.48968 0.39144 -0.50
C -2.25033 0.77290 -0.67349 -1.16
C 0.88621 -0.61956 -1.51441 1.06
C 0.51057 0.52304 -2.48840 -0.80
C 1.49354 0.58182 -3.67310 -0.86
C 1.96611 -0.81775 -4.06090 -0.72
C 2.78013 -1.45232 -2.90849 -0.87
C 2.41425 -0.81209 -1.56052 -1.30
H 1.73042 4.06901 2.99036 0.45
H 1.04276 3.79316 1.40397 0.30
H -0.72661 3.02700 2.76892 0.22
H 0.34673 2.48826 4.04626 0.48
H -0.87501 0.68646 2.58620 -0.21
H 0.79959 0.41476 3.01237 0.40
H -0.00482 1.79430 0.42075 0.61
H 2.29660 1.76770 -0.10751 0.20
H 2.65430 0.41926 0.96731 0.19
H 3.39747 2.87513 1.63301 0.47
H 2.80796 1.78568 2.87198 0.36
H -1.77147 -1.33633 -0.92969 0.54
H -2.23772 -0.57121 1.97681 0.06
H -2.31182 -2.14282 1.22097 0.40
H -4.58805 -1.36311 1.53679 0.46
H -4.25340 -1.30424 -0.18380 0.32
H -4.66534 0.96129 1.76253 0.37
H -5.12149 0.86114 0.07527 0.33
H -2.46037 1.68587 1.27324 -0.19
H -3.39129 2.46116 0.00904 0.58
H -1.47088 1.43238 -1.04168 0.29
H -2.89757 0.55877 -1.52972 0.60
H 0.44637 -1.55241 -1.89424 0.29
H 0.51126 1.48755 -1.97478 0.15
H -0.49724 0.35353 -2.87015 0.33
H 2.36066 1.19468 -3.41427 0.32
H 1.00863 1.07311 -4.51687 0.49
H 2.57070 -0.77326 -4.96560 0.43
H 1.09562 -1.43672 -4.29791 0.32
H 3.84980 -1.33170 -3.08755 0.46
H 2.58472 -2.52737 -2.86428 0.19
H 2.90788 0.15323 -1.46442 0.31
H 2.78780 -1.42166 -0.73713 0.64
```

Its total charge is +1. Its spin multiplicity is 5. The value obtained for the electronic energy is -10052.25673 Ha. Its expectation value of S² is 6.1409. The calculation puts the relative energy (zero: lowest compared OMol25 entry of this formula, charge and spin) at 0.178 eV.